Entry 1:
DFT (the ωB97M-V functional and the def2-TZVPD basis) results for C13H22FI2OP2Zr as an isolated structure in a non-equilibrium geometry.

Its net charge is +3. The calculated total energy comes out at -54632.11619 eV. As for the max |F|: 0.1856 hartree/bohr. The energy above the lowest of the compared OMol25 structures with the same formula, charge and spin comes out at 0.0 kJ/mol.

```
42
C13H22FI2OP2Zr (the ωB97M-V functional and the def2-TZVPD basis)
I -3.4050 -2.9668 -1.0544
I -0.9106 -3.9059 -0.5122
Zr -0.3387 0.2613 -0.1902
P 1.0046 -0.1489 -2.4062
C 2.6707 -0.8765 -2.5556
C -0.1060 -1.1355 -3.4530
H 0.1964 -1.1545 -4.5049
H 1.4589 1.4557 -4.2734
H -1.1179 -0.7108 -3.4077
H 0.1682 1.9947 -3.2091
H 2.6827 -1.8920 -2.1495
H -0.2324 -2.1575 -3.0679
C 1.1344 1.4772 -3.2280
H 3.0800 -0.9148 -3.5664
H 1.8070 2.1473 -2.6803
H 3.3812 -0.3141 -1.9408
P -1.2127 0.2153 2.2871
C -0.3191 -0.3861 3.7595
C -1.6757 1.9286 2.7131
H -3.3702 -0.3416 1.3604
H -3.4066 -0.5549 3.1178
H -2.6440 -1.7552 2.0182
C -2.7888 -0.6878 2.2243
H -2.2537 2.3881 1.9036
H -2.2687 2.0478 3.6264
H -0.8388 -0.2708 4.7119
H 0.6417 0.1308 3.8529
H -0.7849 2.5598 2.8041
H -0.0636 -1.4438 3.6489
C 1.2926 -0.8353 0.6765
O 2.3013 -1.2059 1.1785
F 2.2143 5.9085 0.3116
C 1.7500 4.6307 0.2295
C 2.6314 3.5880 0.5155
C 2.1328 2.2813 0.4922
C 0.7689 2.1246 0.1866
C -0.0867 3.1860 -0.1579
C 0.3873 4.4806 -0.1106
H 3.6592 3.8306 0.7669
H 2.7605 1.3911 0.7002
H -1.1527 3.0048 -0.4656
H -0.2199 5.3556 -0.2941
```

=====

Entry 2:
DFT (the ωB97M-V functional and the def2-TZVPD basis) results for C13H22N2O as an isolated structure in a non-equilibrium geometry.

The calculated total energy comes out at -18855.44097 eV. As for the max |F|: 0.1456 hartree/bohr. The energy above the lowest of the compared OMol25 structures with the same formula, charge and spin comes out at 1089.0 kJ/mol.

```
38
C13H22N2O (the ωB97M-V functional and the def2-TZVPD basis)
C 1.7436 -0.9273 2.1566
C 0.5615 -1.7641 1.6580
C 0.9749 -2.5017 0.3263
C 0.5508 -2.0430 -1.1292
C -0.8653 -1.6889 -1.3453
C -0.7386 -1.0216 -2.6379
C -0.1444 0.4408 -2.7949
C -1.1758 1.4763 -2.2688
C -0.4969 1.7046 0.1857
C 1.3618 2.8724 0.8388
C 1.0224 2.4494 2.1619
C -0.1817 2.0739 2.4847
C -1.0079 1.4676 1.5134
H 1.5007 -0.2558 2.9057
H 1.8332 -0.6169 1.0424
H 2.6831 -1.3762 2.2683
H 0.0950 -2.3341 2.7188
H -0.4095 -1.1304 1.2402
H 2.2878 -2.5127 0.5974
H 0.6791 -3.6073 0.6002
H 1.0275 -0.9918 -1.1634
H 0.8803 -2.8820 -1.8237
H -1.8363 -2.3851 -1.4574
H -1.1484 -0.9058 -0.7446
H -1.7689 -0.8798 -3.2032
H -0.4063 -1.8529 -3.4025
H 0.8539 0.5604 -2.2537
H 0.1448 0.7080 -3.7160
H -2.0417 1.0443 -2.9482
H -0.7579 2.4942 -2.5948
H 2.0590 3.9824 0.6460
H 1.4272 2.7201 3.2016
H -0.5850 1.7867 3.5139
H -2.7534 1.1149 0.5374
H -2.0481 -0.2309 2.0645
N 0.4809 2.6033 -0.0740
N -2.3647 1.0253 1.7195
O -1.4368 1.3837 -0.8239
```

=====

Entry 3:
DFT (the ωB97M-V functional and the def2-TZVPD basis) results for C13H23AsBF6GeMoN2O2S as an isolated structure in a non-equilibrium geometry.

Its expectation value of S² is 0.81. Its net charge is +2. The calculated total energy comes out at -167941.58198 eV. The multiplicity is 2. As for the max |F|: 0.0721 hartree/bohr. The energy above the lowest of the compared OMol25 structures with the same formula, charge and spin comes out at 0.0 kJ/mol.

```
51
C13H23AsBF6GeMoN2O2S (the ωB97M-V functional and the def2-TZVPD basis)
Mo -0.8050 -0.4428 0.0425
F -1.6796 1.1371 1.1801
As -1.1460 0.8420 3.1078
F -1.3561 -0.9151 2.6392
F -2.8185 0.8976 3.4100
F -0.5556 0.3994 4.6152
F -0.9062 2.5120 3.1503
F 0.4806 0.6214 2.2935
C -3.6781 0.8587 -2.5091
Ge -4.1333 0.4495 -0.6205
C -5.8304 -0.5756 -0.1403
C -4.3206 2.1626 0.4081
C -2.8509 -1.0480 -0.1474
H -4.3096 1.6660 -2.8710
H -3.8323 -0.0118 -3.1415
H -2.6348 1.1732 -2.5849
H -6.6601 0.0573 -0.4390
H -5.8644 -0.7505 0.9318
H -5.8503 -1.5164 -0.6810
H -5.2962 2.5819 0.1731
H -3.5477 2.8588 0.0855
H -4.2597 1.9924 1.4814
H -3.0106 -1.8581 -0.8660
H -3.1219 -1.4237 0.8513
C 3.2865 -2.0297 2.6829
N 2.0129 -2.1023 1.9903
C 1.8352 -2.4070 0.7214
S 0.1550 -2.5031 0.1655
N 2.8086 -2.7297 -0.0993
C 2.6332 -3.1244 -1.4813
H 3.0984 -2.0912 3.7524
H 3.7857 -1.0825 2.4773
H 3.9329 -2.8623 2.4070
H 1.1918 -1.9146 2.5572
H 3.7633 -2.7330 0.2451
H 1.7218 -3.7106 -1.6040
H 3.4790 -3.7331 -1.7902
H 2.5756 -2.2487 -2.1315
O 1.6717 0.2087 -0.5527
B 0.4891 0.6724 -1.1873
O 0.7986 1.7451 -1.9692
C 2.1371 1.9679 -1.8725
C 2.9377 2.9146 -2.4864
C 4.2944 2.8643 -2.1947
C 4.8315 1.9086 -1.3220
C 4.0348 0.9587 -0.7056
C 2.6814 1.0103 -0.9870
H 2.5294 3.6445 -3.1672
H 4.9588 3.5876 -2.6417
H 5.8938 1.9052 -1.1314
H 4.4489 0.2165 -0.0440
```

=====

Entry 4:
DFT (the ωB97M-V functional and the def2-TZVPD basis) results for C13H23BF4NPSn as an isolated structure in a non-equilibrium geometry.

The calculated total energy comes out at -42013.65099 eV. As for the max |F|: 0.0600 hartree/bohr. The energy above the lowest of the compared OMol25 structures with the same formula, charge and spin comes out at 0.0 kJ/mol.

```
44
C13H23BF4NPSn (the ωB97M-V functional and the def2-TZVPD basis)
C -2.7891 0.2019 -2.9390
C -2.6340 -1.0295 -2.3451
C -1.8937 -1.0992 -1.1206
C -1.3791 0.0745 -0.6026
C -1.5649 1.3047 -1.2043
C -2.2998 1.3835 -2.4180
C -1.6892 -2.4229 -0.4081
C -0.2389 -2.9372 -0.2385
N 0.8078 -1.8876 -0.0133
Sn 0.0474 0.0290 1.1679
C -0.8784 2.5448 -0.6311
P 0.8250 2.1426 -0.1523
H -3.0149 -1.9637 -2.7520
H -2.3908 2.3533 -2.8930
H -3.3537 0.2542 -3.8999
H -1.3682 2.9085 0.2854
H -0.7524 3.3569 -1.3607
H -2.1481 -2.3808 0.6037
H -2.2140 -3.2021 -0.9721
H -0.2033 -3.6144 0.6337
C 1.5296 3.3072 1.0132
C 1.8043 2.0149 -1.6483
H 0.0904 -3.4837 -1.1430
C 1.3747 -1.4120 -1.3069
C 1.9091 -2.4628 0.8111
H -0.8848 1.4327 1.7697
H 1.8602 -2.2776 -1.7909
H 0.5777 -1.0148 -1.9523
H 2.1280 -0.6260 -1.1354
H 2.4721 -3.1930 0.2025
H 2.5776 -1.6618 1.1445
H 1.4942 -2.9290 1.7187
H 1.8155 3.0561 -2.0108
H 2.8224 1.6622 -1.3983
H 1.3283 1.3417 -2.3843
H 1.6734 4.2140 0.4002
H 0.8182 3.4604 1.8463
H 2.4928 2.9062 1.3871
H 1.6815 -0.0333 1.8759
F -0.3418 -0.2617 3.3173
B -0.0564 -0.0409 4.8721
F 0.4215 1.2696 5.1098
F -1.3801 -0.2763 5.3645
F 0.9239 -1.0087 5.1974
```

=====

Entry 5:
DFT (the ωB97M-V functional and the def2-TZVPD basis) results for C13H23BF4NPSn as an isolated structure in a non-equilibrium geometry.

Its net charge is +2. The calculated total energy comes out at -41996.82667 eV. As for the max |F|: 0.0908 hartree/bohr.

```
44
C13H23BF4NPSn (the ωB97M-V functional and the def2-TZVPD basis)
C 1.7376 -3.6209 -0.5014
C 2.3484 -2.7508 0.3927
C 1.7453 -1.5288 0.7275
C 0.4827 -1.2166 0.2160
C -0.1418 -2.1048 -0.6719
C 0.4841 -3.3065 -1.0211
C 2.5310 -0.6632 1.6768
C 2.3837 0.8673 1.6447
N 1.6251 1.4018 0.4748
Sn -0.4830 0.7522 0.7208
C -1.4907 -1.8133 -1.2989
P -1.8358 -0.0156 -1.3772
H 3.3254 -2.9796 0.8296
H -0.0215 -3.9785 -1.7209
H 2.2390 -4.5421 -0.7872
H -2.3190 -2.2693 -0.7285
H -1.5530 -2.2068 -2.3277
H 2.3306 -0.9767 2.7177
H 3.6000 -0.8680 1.5146
H 1.8600 1.2106 2.5475
C -3.6255 0.1807 -1.4466
C -1.1292 0.5028 -2.9660
H 3.3735 1.3579 1.6044
C 2.2587 1.0045 -0.8263
C 1.5871 2.9017 0.5547
H -2.4044 3.4974 1.2831
H 2.7360 1.9003 -1.2628
H 3.0058 0.2140 -0.6643
H 1.5021 0.6451 -1.5423
H 2.4571 3.2985 0.0014
H 0.6598 3.2707 0.0794
H 1.6066 3.2360 1.6027
H -1.7664 0.1312 -3.7817
H -1.1012 1.6011 -3.0076
H -0.1096 0.1140 -3.0945
H -4.0553 -0.5160 -2.1790
H -4.0444 -0.0052 -0.4496
H -3.8664 1.2125 -1.7351
H -2.2303 4.0609 0.7617
F -1.3873 -0.1613 2.6205
B -2.8248 0.4247 2.8508
F -3.4912 -0.4018 3.7167
F -2.6081 1.7219 3.2923
F -3.3906 0.4179 1.5602
```